C76H79BF11NO6SSi as an isolated structure. Source: OMol25; level of theory: ωB97M-V/def2-TZVPD.

ORCA input file:
```
! wB97M-V def2-TZVPD RIJCOSX def2/J DEFGRID3
* xyz 0 1
H -6.360 -1.541 1.777
H 4.185 1.214 -13.686
H 0.427 -2.623 9.167
C -3.736 9.894 -3.043
H -2.063 -3.597 2.292
F -4.232 11.481 -4.703
C -2.551 -9.500 0.104
H 4.076 -3.569 6.531
C 3.471 0.640 -7.847
C 4.007 -2.012 3.508
C -2.441 -3.115 -0.937
C 0.395 1.185 4.347
H -7.443 -0.242 -0.242
H 5.784 -1.401 -2.882
Si -1.248 -2.448 0.340
F 5.112 0.661 -11.342
C -1.826 7.244 1.055
C 2.233 -2.821 -3.133
H 3.404 4.649 -10.213
F 6.854 0.646 -6.585
O -1.998 0.074 -2.746
H 4.615 2.553 -9.657
C 7.976 1.884 -0.152
H -4.202 7.103 -5.671
H 4.664 -1.557 2.778
C -2.034 1.897 5.517
H -2.704 1.627 1.144
H -5.152 -2.037 0.595
C 2.587 -0.103 9.825
C 5.998 1.841 -1.464
H -0.846 2.893 6.991
F 0.974 -3.317 -3.215
C -3.779 -5.690 7.392
H 5.365 -3.485 -4.150
H 4.150 1.786 -0.366
C -4.109 -6.216 6.149
C 3.430 0.716 -5.444
C 2.638 -2.047 3.286
H 0.716 -2.675 4.062
C -4.248 9.210 -5.306
H 1.335 0.914 3.885
H -4.392 -5.913 8.255
H -4.322 1.231 -0.588
H 2.074 1.998 9.793
H 5.597 -2.538 4.849
C -3.740 7.557 -3.626
C -5.151 0.070 1.048
H -2.167 -10.406 -0.344
H -1.233 -2.135 2.794
C 3.319 3.147 -13.246
N -6.455 -1.572 -1.583
O 1.504 1.101 -0.908
C 7.244 1.855 1.019
H -3.928 -0.509 -0.630
H -1.713 -6.248 0.632
C -0.077 -0.544 9.154
C 2.122 -1.398 9.647
H -3.316 8.317 -1.663
H 0.961 -3.182 1.110
H 0.805 -3.509 -0.621
H -0.987 -3.955 6.506
S 0.890 1.114 0.384
H -2.407 -4.461 8.493
C -6.967 -1.230 -0.246
C 3.724 -1.149 -2.335
C -4.034 0.366 0.018
C -0.596 -0.718 -0.152
H -3.415 -2.624 -0.983
C 2.335 -3.161 5.365
H -1.264 4.646 -1.745
H 7.997 1.904 -2.288
H 5.509 1.835 -2.431
F -0.420 1.778 9.169
C 4.818 0.702 -5.413
C -1.983 1.127 4.375
C 5.232 1.813 -0.306
H -4.390 -10.405 0.736
H -3.553 -6.316 4.057
C -4.298 -8.341 1.291
H -2.989 2.157 5.953
C -3.525 -7.200 1.240
C 3.568 3.902 -10.978
H -5.474 -1.336 -1.659
H 0.002 -4.557 0.580
C -2.282 -7.168 0.643
C 3.103 4.110 -12.269
H -7.748 -1.951 0.010
H 3.623 0.070 10.088
C -2.674 5.796 -0.627
O -1.666 2.337 -2.131
H 3.883 -0.235 -1.777
C -2.912 6.726 0.365
C -2.222 -5.122 5.209
C -1.867 -4.580 6.426
H 1.306 2.275 5.953
H -5.877 0.887 1.024
H 2.216 -1.622 2.384
C -3.798 -9.499 0.712
H -0.820 -8.333 -0.396
F -4.001 -6.065 1.803
C -0.535 6.835 0.745
C -3.326 -5.930 5.040
C -0.834 2.305 6.084
H 2.793 -2.237 9.768
C -2.682 0.634 0.692
C 4.859 0.631 -7.830
H -4.513 9.488 -6.317
C 0.274 -3.528 0.333
C -0.794 0.758 3.775
O -0.573 1.635 0.323
C 3.263 -3.499 -3.754
H -1.992 7.970 1.840
H -3.926 7.033 0.586
H 1.620 -1.143 -1.951
H -3.610 6.522 -3.345
H -2.553 -0.074 1.507
H 5.363 0.716 -4.480
C 5.858 1.821 0.933
H -0.800 0.155 2.879
C 4.247 2.735 -10.656
C 4.781 -1.804 -2.951
H -5.266 -8.316 1.773
C 4.449 1.799 -11.649
H -1.993 -3.130 -1.936
O 1.599 1.705 1.461
C 0.792 -1.614 9.311
C -3.575 8.563 -2.683
H -3.606 10.697 -2.330
H -1.116 -0.686 8.891
F -3.150 0.708 3.817
H -4.692 0.064 2.039
C -1.484 0.571 -0.254
F 1.512 -3.724 6.277
H 7.756 1.858 1.971
H 0.307 7.242 1.288
H 5.266 1.804 1.838
H 2.955 3.305 -14.253
H 2.877 0.749 -4.514
H 2.573 5.020 -12.514
H 2.949 0.611 -8.795
C -0.327 5.901 -0.259
C -2.663 -4.874 7.525
H -2.923 -2.072 2.203
B -1.752 1.012 -1.786
C 0.377 1.954 5.503
C 4.546 -2.974 -3.660
C 0.417 0.732 9.336
H 0.675 5.575 -0.504
C -1.795 -8.335 0.072
F 9.323 1.918 -0.074
C 2.439 -1.654 -2.431
F -3.728 5.266 -1.298
C -4.075 7.885 -4.933
H -2.455 -0.710 -2.413
O 0.488 -0.383 0.751
H -4.979 -6.849 6.040
C -4.071 10.188 -4.349
C -1.405 5.373 -0.957
H 5.440 0.595 -8.742
H -2.637 -4.154 -0.657
H -2.293 2.849 -1.600
C 1.787 -2.630 4.216
C 1.733 0.980 9.667
C 5.504 0.660 -6.609
H 3.059 -4.411 -4.298
C -1.944 -2.534 2.067
F -1.462 -4.854 4.123
C 4.529 -2.560 4.672
H -0.169 -0.894 -1.147
H -6.921 -1.030 -2.301
C 4.000 1.977 -12.942
C 2.756 0.683 -6.657
C -5.886 -1.259 0.835
C 3.692 -3.140 5.616
H 1.674 0.690 -6.675
C 7.383 1.879 -1.399
*
```

## Properties
orbital gap	0.35052	Ha
max |F|	0.83	eV/Å
relative energy (zero: lowest compared OMol25 entry of this formula, charge and spin)	0.000	eV
HOMO energy	-9.1	eV